1.
DFT (ωB97M-V with the def2-TZVPD basis set) results for a structure of composition C60H50N2O2P2Pd.

Calculated values
E_HOMO ... -0.2035 Eh
Gap between HOMO and LUMO ... 2.767 eV

Structure (ORCA input):
```
! RIJCOSX wB97M-V def2-TZVPD def2/J DEFGRID3
* xyz 0 1
C -5.04383 -1.66293 -0.66944
C -4.13471 -2.37211 0.12747
C -3.03357 -1.71521 0.66586
C -2.79773 -0.35212 0.38406
C -1.54103 0.24518 0.86626
C -1.32255 1.67918 0.92840
C -0.39555 2.25956 1.77606
C 0.12150 1.54452 2.92964
C 1.50374 1.56739 3.20398
C 2.01727 0.95169 4.33396
C 1.18219 0.23248 5.19177
C -0.18368 0.13484 4.90618
C -0.70640 0.77862 3.78579
Pd -0.27022 -0.89430 -0.56325
P -0.45649 -0.75116 -2.80354
C -1.61271 0.60472 -3.16979
C -2.88816 0.36434 -3.70673
C -3.75756 1.43295 -3.93099
C -3.35594 2.73872 -3.63785
C -2.08979 2.98129 -3.09385
C -1.22256 1.91487 -2.84917
C 1.02873 -0.33082 -3.76512
C 0.93448 0.38011 -4.97694
C 2.09279 0.70557 -5.68891
C 3.34775 0.33127 -5.19422
C 3.44554 -0.39436 -4.00090
C 2.29035 -0.73479 -3.29701
C -1.18377 -2.22708 -3.57213
C -0.97260 -2.50305 -4.93422
C -1.61663 -3.58699 -5.53393
C -2.43536 -4.42837 -4.77006
C -2.60461 -4.19007 -3.40255
C -1.98462 -3.09301 -2.80350
P 1.22648 -2.36418 0.27495
C 0.37852 -3.47222 1.42737
C 0.04561 -4.78428 1.04870
C -0.73591 -5.56952 1.89698
C -1.19755 -5.05212 3.11065
C -0.86050 -3.74892 3.49565
C -0.07123 -2.95903 2.65742
C 2.09904 -3.38319 -0.94621
C 3.50626 -3.45366 -0.96598
C 4.15445 -4.03862 -2.05416
C 3.41192 -4.57739 -3.10925
C 2.01476 -4.56388 -3.06649
C 1.35999 -3.99868 -1.97308
C 2.52577 -1.55689 1.23895
C 3.05493 -2.18615 2.38091
C 4.17489 -1.64246 3.00724
C 4.76190 -0.47532 2.51146
C 4.21447 0.16840 1.39830
C 3.08646 -0.35830 0.76937
C -3.74000 0.36400 -0.37907
C -4.83884 -0.30411 -0.92236
H -5.92082 -2.17925 -1.07162
H -4.28726 -3.42886 0.34801
H -2.30759 -2.24332 1.29283
H -1.12070 -0.33174 1.70171
H -1.86387 2.31939 0.22406
H 0.04992 3.21960 1.53250
H 2.15273 2.09260 2.49203
H 3.08123 1.03536 4.55431
H 1.59519 -0.24647 6.07878
H -0.84654 -0.41804 5.57357
H -1.77596 0.71713 3.55966
H -3.20016 -0.65367 -3.94745
H -4.75594 1.23805 -4.32870
H -4.03688 3.57078 -3.82538
H -1.77555 3.99838 -2.85613
H -0.23810 2.09922 -2.41240
H -0.04162 0.68077 -5.36623
H 2.01217 1.25907 -6.62743
H 4.25242 0.60942 -5.73816
H 4.42307 -0.69674 -3.61595
H 2.36191 -1.32672 -2.37928
H -0.31250 -1.86551 -5.52393
H -1.47130 -3.77593 -6.59940
H -2.93552 -5.27460 -5.24203
H -3.22492 -4.85309 -2.79535
H -2.11807 -2.91210 -1.73286
H 0.41209 -5.18979 0.10465
H -0.98971 -6.58868 1.60421
H -1.82762 -5.66241 3.75960
H -1.20922 -3.34321 4.44677
H 0.19870 -1.94074 2.95408
H 4.08932 -3.04891 -0.13566
H 5.24553 -4.05510 -2.08328
H 3.92576 -5.00522 -3.97143
H 1.42825 -4.98409 -3.88567
H 0.26669 -4.01038 -1.93014
H 2.60621 -3.10083 2.76640
H 4.58511 -2.13401 3.89204
H 5.63935 -0.05556 3.00596
H 4.65922 1.09146 1.02470
H 2.63197 0.16242 -0.07802
H -3.56492 1.42161 -0.57476
H -5.55166 0.24603 -1.53908
C 2.49496 4.56920 4.02944
C 1.58237 4.78696 2.87491
C 2.07146 4.46108 1.60665
N 2.49745 4.13278 0.55649
C 0.39795 5.56135 2.98566
C -0.19459 5.87345 4.25998
C -1.33920 6.63836 4.35242
C -1.93464 7.15310 3.17949
N -3.01892 8.07286 3.27877
O -3.52817 8.52313 2.22711
O -3.42533 8.40513 4.41583
C -1.42358 6.80701 1.91120
C -0.27591 6.04194 1.81857
H 2.07273 4.87538 4.98595
H 2.75556 3.51108 4.09900
H 3.43645 5.11889 3.88137
H 0.25379 5.48997 5.17673
H -1.77844 6.88338 5.31898
H -1.92945 7.17871 1.02238
H 0.11939 5.82551 0.82688
*
```



2.
DFT (ωB97M-V with the def2-TZVPD basis set) results for the molecule C3HClF2.

Calculated values
E_HOMO (spin up / spin down) ... -0.2995 / -0.2996 Eh
Gap between HOMO and LUMO (spin up / spin down) ... 7.540 / 7.543 eV
Energy above the lowest of the compared OMol25 structures with the same formula, charge and spin ... 231.5 kJ/mol

Structure (ORCA input):
```
! RIJCOSX wB97M-V def2-TZVPD def2/J DEFGRID3
* xyz 0 1
C 0.54388 -0.02080 -0.08672
C 1.54388 0.83241 0.32205
C 0.94697 -1.30722 -0.07682
F 0.08046 -2.27629 0.21207
F 2.25269 -1.75115 -0.14336
Cl 3.13299 0.69805 -0.03922
H -0.53186 -0.07960 0.15399
*
```



3.
DFT (ωB97M-V with the def2-TZVPD basis set) results for the ion C5H12NO with charge -2.

Calculated values
E_HOMO (spin up / spin down) ... 0.1477 / 0.0055 Eh
Gap between HOMO and LUMO (spin up / spin down) ... 2.839 / 6.620 eV
Expectation value of S² ... 0.75
Energy above the lowest of the compared OMol25 structures with the same formula, charge and spin ... 73.9 kJ/mol

Structure (ORCA input):
```
! RIJCOSX wB97M-V def2-TZVPD def2/J DEFGRID3
* xyz -2 2
C 1.16077 0.83630 0.34461
N -0.26951 1.02902 0.20512
C -0.85699 0.49557 -1.03677
C -1.21341 -1.00971 -1.17241
C -0.85859 -2.09561 -0.12437
O -0.53525 -3.28582 -0.70916
C 1.67271 1.60598 1.53740
H 1.48312 -0.20551 0.37727
H 1.70018 1.20358 -0.53311
H -0.68386 0.53710 0.98768
H -1.75552 1.10103 -1.21046
H -0.17718 0.83962 -1.83538
H -2.29129 -1.06980 -1.37938
H -0.82360 -1.42701 -2.11680
H -0.01506 -1.69927 0.47893
H -1.77994 -2.17524 0.47104
H 1.39598 2.66296 1.45329
H 1.13654 1.25972 2.43491
H 2.71090 1.39709 1.82759
*
```